1.
The following is a quantum chemistry calculation of one molecule with the formula C3H5NO, from OMol25.

Calculated values
DFT total energy = -247.187655 Ha
Total charge = 0
LUMO level = -0.472 eV

Cartesian coordinates (Å):
C  -0.0421  0.7378  -0.8214
C  0.8607  0.6132  0.2821
N  0.5872  -0.8485  0.3547
C  -0.6827  -1.2086  0.4774
O  -1.6827  -0.6189  0.0402
H  -0.9705  1.2907  -0.7936
H  0.2526  0.2971  -1.7676
H  1.9193  0.7290  0.0504
H  0.5809  1.1616  1.1859
H  -0.8036  -2.1671  1.0065


2.
The following is a quantum chemistry calculation of one molecule with the formula C3H5NO, from OMol25.

Calculated values
DFT total energy = -247.255209 Ha
Total charge = 0
LUMO level = 0.824 eV

Cartesian coordinates (Å):
N  0.2695  -0.3999  2.2116
C  0.5410  0.0949  1.1989
C  0.7979  0.3119  -0.2278
C  -0.2967  -0.6512  -0.7861
O  -1.3327  -0.6743  0.1700
H  1.8427  0.0457  -0.4215
H  0.6231  1.3427  -0.5496
H  0.1214  -1.6499  -0.9793
H  -0.6964  -0.2703  -1.7342
H  -0.9464  -0.8949  1.1062


3.
The following is a quantum chemistry calculation of one molecule with the formula C3H5NO, from OMol25.

Calculated values
DFT total energy = -247.248385 Ha
Total charge = 0
LUMO level = 1.035 eV

Cartesian coordinates (Å):
H  -1.3212  0.6595  -2.6134
N  -0.9742  -0.0865  -2.0159
C  -0.7939  0.2081  -0.8330
O  -0.8538  1.1697  0.0917
C  -0.3740  -0.1487  0.4937
C  1.0793  -0.2586  0.8663
H  -1.0761  -0.6706  1.1371
H  1.6950  0.2849  0.1538
H  1.3708  -1.3061  0.8581
H  1.2482  0.1482  1.8614


4.
The following is a quantum chemistry calculation of C3H5NO as an isolated structure, from OMol25.

Calculated values
DFT total energy = -247.179793 Ha
Total charge = 0
LUMO level = 0.301 eV

Cartesian coordinates (Å):
C  -0.4031  0.9116  -0.4226
C  0.8198  0.4848  0.4272
N  1.2896  -0.6482  0.0657
C  -0.0864  -1.1623  -0.0896
O  -0.7748  -0.3350  -0.9977
H  -1.2566  1.3718  0.0936
H  -0.0213  1.5971  -1.1903
H  1.1032  0.9107  1.3862
H  -0.5172  -0.8973  0.9124
H  -0.1532  -2.2333  -0.1848


5.
The following is a quantum chemistry calculation of a 2-piece molecular cluster, C3H5NO overall, from OMol25.

Calculated values
DFT total energy = -246.977527 Ha
Total charge = 0
LUMO level (spin up / spin down) = -0.507 / -0.642 eV

Cartesian coordinates (Å):
C  0.3483  -1.2337  -1.2168
C  1.2441  -0.3132  -0.8947
C  -0.5746  1.2022  0.7774
N  -0.1367  1.2035  2.1288
O  -0.2615  2.4158  1.2933
H  0.8047  -2.0025  -1.8261
H  -0.6008  -1.3833  -0.9305
H  0.7198  0.6059  -0.5045
H  -1.6756  1.0612  0.4161
H  -0.8976  1.2300  2.8637


6.
The following is a quantum chemistry calculation of a 2-piece molecular cluster, C3H5NO overall, from OMol25.

Calculated values
DFT total energy = -247.112466 Ha
Total charge = 0
LUMO level (spin up / spin down) = -0.281 / -0.281 eV

Cartesian coordinates (Å):
C  -0.2702  1.2133  1.0210
C  -0.7767  0.4050  0.2931
C  -1.4759  -0.4304  -0.6809
H  0.0767  1.5890  1.9009
H  -1.1709  -0.1289  -1.6467
H  -1.0813  -1.4187  -0.4184
H  -2.5209  -0.3743  -0.4316
N  2.5008  -0.5191  0.3772
O  1.4836  -0.4468  -0.3018
H  3.2347  0.1109  -0.1128


7.
The following is a quantum chemistry calculation of one molecule with the formula C3H5NO, from OMol25.

Calculated values
DFT total energy = -247.212415 Ha
Total charge = 0
LUMO level = 1.042 eV

Cartesian coordinates (Å):
C  -0.8662  0.4141  -0.3715
C  -0.1788  1.2525  0.3902
O  0.9081  0.7249  0.9993
N  0.8334  -0.7202  0.7417
C  -0.0898  -0.8816  -0.3969
H  -1.7996  0.6153  -0.8854
H  -0.3143  2.3026  0.6125
H  1.7945  -0.9192  0.4739
H  -0.7098  -1.7685  -0.2450
H  0.4499  -0.9988  -1.3432


8.
The following is a quantum chemistry calculation of an isolated ion of composition C3H5NO2 and charge -1, from OMol25.

Calculated values
DFT total energy = -322.505761 Ha
Total charge = -1
Spin multiplicity = 2
LUMO level (spin up / spin down) = 4.004 / 3.990 eV

Cartesian coordinates (Å):
C  1.7743  0.5673  0.1816
N  0.4445  0.4620  0.4081
C  -0.4075  -0.3309  -0.4636
C  -1.8290  -0.3590  0.0048
O  -2.2641  0.4746  0.8930
O  2.3358  0.5248  -0.8950
H  2.3225  0.7541  1.1373
H  0.2164  0.4893  1.3741
H  -0.0935  -0.2564  -1.5320
H  -0.0523  -1.3882  -0.3888
H  -2.4470  -0.9377  -0.7197


9.
The following is a quantum chemistry calculation of a 2-piece molecular cluster, C3H5NO2 overall, from OMol25.

Calculated values
DFT total energy = -322.486340 Ha
Total charge = 0
LUMO level = -0.074 eV

Cartesian coordinates (Å):
C  -1.1542  0.4273  -0.2657
C  -0.0358  -0.3214  0.6149
O  0.4224  -1.4046  0.3212
O  -0.2927  -0.1087  1.9398
H  -2.0601  -0.1334  -0.0229
H  -0.9400  0.3413  -1.3250
H  -1.3955  1.4198  0.1110
H  -1.2374  -0.0063  2.1196
C  2.1478  -0.0187  -1.0620
N  2.1808  0.6458  -2.0153
H  2.3648  -0.8410  -0.4156


10.
The following is a quantum chemistry calculation of one molecule with the formula C3H5NO2, from OMol25.

Calculated values
DFT total energy = -322.565127 Ha
Total charge = 0
LUMO level = 0.806 eV

Cartesian coordinates (Å):
O  2.5399  -0.1563  -0.4398
C  1.3956  0.0702  -0.1536
N  0.5882  -0.6095  0.7507
C  -0.7533  -0.5349  0.1929
C  -0.7107  0.9118  -0.2864
O  0.6458  1.0510  -0.7286
H  0.9578  -1.5070  1.0291
H  -0.8445  -1.2069  -0.6718
H  -1.5426  -0.7564  0.9123
H  -0.9091  1.6191  0.5279
H  -1.3672  1.1189  -1.1327


11.
The following is a quantum chemistry calculation of one molecule with the formula C3H5NO2, from OMol25.

Calculated values
DFT total energy = -322.418642 Ha
Total charge = 0
LUMO level = 0.759 eV

Cartesian coordinates (Å):
O  -1.1859  -1.9659  0.5743
N  -0.7046  -0.7828  1.2286
C  -0.0899  -0.1038  0.3623
C  0.6637  1.1562  0.5451
O  0.5149  1.4199  -0.8624
C  -0.0673  0.1263  -1.1318
H  -0.3967  -2.4898  0.5645
H  1.7238  1.0794  0.8365
H  0.1345  1.8340  1.2113
H  -1.0952  0.2050  -1.5005
H  0.5372  -0.4631  -1.8351


12.
The following is a quantum chemistry calculation of one molecule with the formula C3H5NO2, from OMol25.

Calculated values
DFT total energy = -322.541608 Ha
Total charge = 0
LUMO level = 0.859 eV

Cartesian coordinates (Å):
H  -0.4576  -2.1498  0.6888
N  0.2460  -1.4342  0.8627
C  -0.1415  -0.3261  0.4175
C  -1.4110  0.0517  -0.2851
O  0.7121  0.7679  0.6089
C  1.7855  0.8451  -0.2078
O  1.9676  0.1771  -1.1852
H  -1.2068  0.1704  -1.3551
H  -1.7925  1.0036  0.0943
H  -2.1720  -0.7212  -0.1524
H  2.4543  1.6356  0.1587


The energy relative to the best compared isomer or geometry (same formula, charge and spin) results, record by record, are as follows: 314.0; 136.6; 154.5; 334.6; 865.7; 511.4; 249.0; 112.0; 231.0; 24.2; 408.8; 85.9 kJ/mol.
The largest force on an atom results, record by record, are as follows: 0.33; 2.94; 1.41; 1.64; 5.68; 2.66; 0.35; 2.00; 5.58; 0.57; 1.25; 0.55 eV Å⁻¹.